16 unconnected molecules or ions with the total composition C61H149N5O28S5 at a distorted geometry. Source: the OMol25 dataset; level of theory: ωB97M-V with the def2-TZVPD basis set.

```
! RIJCOSX wB97M-V def2-TZVPD def2/J DEFGRID3
* xyz 0 1
C 0.523 4.586 0.602
O 0.230 4.549 -0.840
C 0.235 3.165 -1.219
C 0.041 3.016 -2.751
O 1.230 3.679 -3.330
C 1.246 3.795 -4.758
C 2.388 4.604 -5.302
O 2.217 5.974 -4.863
C 2.867 6.915 -5.742
H 1.335 3.912 0.874
H -0.270 4.232 1.261
H 0.932 5.568 0.843
H -0.625 2.784 -0.668
H 1.154 2.704 -0.857
H -0.877 3.579 -2.920
H -0.043 1.990 -3.111
H 0.293 4.207 -5.092
H 1.250 2.810 -5.225
H 2.243 4.588 -6.382
H 3.349 4.115 -5.144
H 2.289 7.024 -6.660
H 3.825 6.520 -6.080
H 3.021 7.914 -5.335
C 3.906 3.965 -1.340
O 4.874 2.969 -1.385
C 5.514 2.967 -2.610
C 6.372 1.721 -2.434
O 7.359 1.806 -3.529
C 8.145 0.645 -3.611
C 7.514 -0.401 -4.540
O 7.726 -0.234 -5.948
C 7.076 -1.207 -6.728
H 3.756 4.302 -0.314
H 2.932 3.696 -1.749
H 4.284 4.905 -1.743
H 6.121 3.844 -2.836
H 4.804 2.743 -3.406
H 5.753 0.831 -2.545
H 6.874 1.599 -1.474
H 8.262 0.309 -2.581
H 9.066 1.067 -4.015
H 6.429 -0.383 -4.429
H 7.831 -1.391 -4.212
H 7.222 -1.020 -7.792
H 5.987 -1.171 -6.762
H 7.350 -2.229 -6.468
C 7.322 1.948 8.105
O 6.415 2.733 7.347
C 7.063 3.869 6.889
C 6.762 4.157 5.419
O 5.597 4.893 5.134
C 5.293 5.141 3.753
C 5.083 3.840 2.893
O 4.233 2.905 3.574
C 2.893 3.070 3.329
H 7.819 2.528 8.882
H 8.039 1.423 7.473
H 6.671 1.198 8.554
H 8.135 3.949 7.072
H 6.556 4.693 7.390
H 6.794 3.226 4.853
H 7.554 4.807 5.046
H 6.116 5.734 3.354
H 4.345 5.678 3.718
H 6.018 3.292 2.776
H 4.813 4.140 1.880
H 2.372 3.102 4.286
H 2.364 2.299 2.769
H 2.593 4.037 2.924
C 3.387 0.016 -1.259
O 2.012 0.275 -1.160
C 1.519 0.022 0.189
C 0.009 -0.180 0.327
O -0.515 0.906 0.993
C -1.878 0.900 1.352
C -2.828 0.894 0.125
O -2.776 -0.391 -0.491
C -3.801 -0.583 -1.427
H 4.069 0.275 -0.449
H 3.656 0.527 -2.183
H 3.587 -1.030 -1.495
H 1.830 0.849 0.828
H 2.050 -0.881 0.490
H -0.132 -1.138 0.828
H -0.464 -0.328 -0.644
H -2.128 1.776 1.950
H -2.049 0.001 1.945
H -2.490 1.654 -0.580
H -3.863 1.077 0.413
H -4.792 -0.621 -0.974
H -3.579 -1.476 -2.011
H -3.861 0.280 -2.090
C -7.320 -9.927 4.043
O -6.981 -9.463 2.690
C -6.298 -8.247 2.704
C -4.809 -8.469 2.980
O -4.009 -7.513 2.216
C -2.562 -7.510 2.371
C -1.908 -6.182 1.975
O -2.099 -5.164 2.966
C -1.546 -3.852 2.727
H -6.367 -10.055 4.557
H -7.879 -10.861 3.983
H -8.009 -9.281 4.587
H -6.787 -7.420 3.218
H -6.348 -7.923 1.664
H -4.465 -9.487 2.793
H -4.655 -8.250 4.036
H -2.198 -8.398 1.855
H -2.359 -7.641 3.434
H -2.264 -5.984 0.964
H -0.823 -6.284 1.938
H -0.463 -3.877 2.610
H -1.793 -3.183 3.552
H -1.891 -3.353 1.822
C -5.329 -4.423 4.886
O -6.038 -3.464 4.148
C -7.366 -3.789 3.751
C -8.021 -2.527 3.183
O -7.897 -1.536 4.192
C -8.183 -0.222 3.795
C -7.131 0.574 2.958
O -6.400 -0.158 1.984
C -5.103 -0.491 2.397
H -5.951 -5.044 5.531
H -4.456 -4.033 5.409
H -4.784 -5.075 4.203
H -8.029 -4.324 4.432
H -7.179 -4.490 2.937
H -9.090 -2.735 3.154
H -7.604 -2.340 2.194
H -8.226 0.223 4.788
H -9.205 -0.121 3.432
H -6.499 1.128 3.651
H -7.641 1.352 2.391
H -4.579 -1.127 1.683
H -5.197 -1.159 3.254
H -4.520 0.389 2.667
C -0.455 -4.593 -1.315
S 1.046 -3.512 -1.138
O 1.371 -3.424 0.327
C 2.259 -4.559 -1.985
H -0.457 -4.942 -2.347
H -1.377 -4.024 -1.191
H -0.558 -5.480 -0.689
H 2.403 -5.580 -1.633
H 3.096 -3.867 -1.885
H 2.034 -4.667 -3.046
C -7.081 4.022 0.382
S -5.332 4.406 0.725
O -4.783 3.323 1.637
C -4.650 4.061 -0.987
H -7.629 4.452 1.221
H -7.181 2.937 0.360
H -7.540 4.356 -0.549
H -3.579 4.253 -1.063
H -5.057 4.732 -1.743
H -4.937 3.054 -1.288
C -7.668 0.338 -1.265
S -7.337 1.150 -2.919
O -5.992 0.642 -3.284
C -8.634 0.324 -4.004
H -8.735 0.201 -1.089
H -7.164 0.854 -0.447
H -7.264 -0.669 -1.370
H -8.293 -0.694 -4.195
H -8.554 0.873 -4.942
H -9.637 0.379 -3.581
C 0.981 -1.806 -4.231
S 2.628 -2.029 -4.880
O 3.497 -2.292 -3.651
C 3.037 -0.300 -5.300
H 0.248 -1.378 -4.916
H 1.004 -1.335 -3.248
H 0.551 -2.803 -4.135
H 2.786 -0.156 -6.350
H 4.107 -0.121 -5.204
H 2.460 0.403 -4.699
C 6.128 1.118 1.395
S 7.976 1.173 1.335
O 8.315 2.667 1.006
C 8.498 0.875 3.045
H 5.707 0.280 0.839
H 5.756 1.996 0.868
H 5.699 1.110 2.397
H 9.559 1.098 3.152
H 8.320 -0.168 3.307
H 8.048 1.613 3.710
C 0.530 -0.653 6.095
O -0.152 0.320 6.412
N 0.915 -0.874 4.807
C 1.604 -2.090 4.406
C 0.499 -0.098 3.659
H 1.027 -1.326 6.811
H 1.924 -2.673 5.269
H 2.533 -1.848 3.888
H 0.926 -2.633 3.748
H -0.512 -0.310 3.313
H 0.538 0.988 3.741
H 1.153 -0.314 2.814
C -2.187 4.247 3.653
O -1.579 5.293 3.365
N -1.711 3.345 4.551
C -0.350 3.477 4.959
C -2.483 2.274 5.108
H -3.179 3.943 3.284
H -0.021 2.527 5.379
H -0.192 4.160 5.794
H 0.363 3.876 4.238
H -3.533 2.215 4.822
H -1.889 1.376 4.937
H -2.465 2.317 6.197
C 7.503 -2.314 0.289
O 6.630 -1.825 0.990
N 7.250 -2.778 -0.965
C 8.289 -3.477 -1.725
C 6.025 -2.465 -1.753
H 8.513 -2.539 0.665
H 8.666 -2.782 -2.476
H 7.903 -4.365 -2.226
H 9.140 -3.806 -1.129
H 5.669 -3.371 -2.243
H 5.210 -2.002 -1.197
H 6.276 -1.733 -2.520
C -2.943 -2.444 -4.754
O -2.407 -3.046 -3.824
N -4.111 -2.707 -5.328
C -4.577 -1.909 -6.511
C -4.918 -3.887 -5.059
H -2.560 -1.525 -5.224
H -5.470 -1.333 -6.269
H -4.803 -2.437 -7.437
H -3.843 -1.212 -6.914
H -4.776 -4.373 -4.094
H -5.963 -3.579 -5.036
H -4.779 -4.729 -5.738
C -3.164 1.582 -4.732
O -2.176 0.876 -4.811
N -3.314 2.716 -5.469
C -4.225 3.760 -5.025
C -2.320 3.173 -6.419
H -3.969 1.381 -4.009
H -5.214 3.359 -5.247
H -4.183 4.668 -5.625
H -4.238 3.957 -3.953
H -1.556 2.489 -6.787
H -2.785 3.489 -7.353
H -1.721 4.035 -6.125
*
```

molecular weight = 1561.205 Da
energy = -184610.5919 eV
HOMO-LUMO gap = 8.045 eV
E_HOMO = -8.1 eV